Entry 1:
Density functional theory data (ωB97M-V/def2-TZVPD) for 2 unconnected molecules or ions with the total composition C3H11N2O in a non-equilibrium geometry.

Output
Calculated total energy (eV): -8310.041
HOMO level (eV): -12.4
Maximum force (Eh/bohr): 0.0318
Net charge: +1

```
17
Properties=species:S:1:pos:R:3:lowdin_charge:R:1
C 0.7340 -1.0052 1.8016 -0.03
C 0.4881 -0.1225 0.6131 -0.28
C 0.2698 1.2013 0.5798 -0.16
N -0.2101 2.0745 1.4889 0.11
N 0.6437 -0.7802 -0.7196 0.22
H 0.0835 -0.6465 2.5839 0.08
H 1.7635 -0.9142 2.1426 0.09
H 0.5975 -2.0720 1.6340 0.08
H 0.5938 1.7622 -0.3044 0.14
H -0.4708 1.8233 2.4247 0.11
H -0.5557 2.9444 1.1255 0.11
H 0.7821 -1.7632 -0.5176 0.16
H 1.4924 -0.5347 -1.2593 0.18
H -0.1298 -0.6708 -1.3745 0.11
H -2.0883 -1.4253 -3.6027 0.07
H -1.3258 -0.2075 -3.4599 0.06
O -1.5752 -0.9711 -2.9131 -0.06
```

---

Entry 2:
Density functional theory data (ωB97M-V/def2-TZVPD) for a gas-phase ion, C3H9NOS (charge +1) in a non-equilibrium geometry.

Output
Expectation value of S²: 0.755
Calculated total energy (eV): -17619.677
HOMO level (alpha / beta) (eV): -14.6 / -13.4
Maximum force (Eh/bohr): 0.0648
Spin multiplicity: 2
Net charge: +1

```
15
Properties=species:S:1:pos:R:3:lowdin_charge:R:1
C 0.5130 0.2225 -0.5329 -0.24
C -0.2797 0.4803 -1.8593 -0.52
S 0.4705 -0.4560 -3.1497 0.93
N -0.4562 -0.1946 0.4743 0.10
C 0.1444 -0.1718 1.9024 -0.23
O -0.8258 -0.6599 2.7344 0.02
H 1.3437 -0.4885 -0.6002 0.12
H 0.9667 1.1398 -0.1117 0.16
H -0.2400 1.5455 -2.1034 0.09
H -1.3397 0.3075 -1.7580 0.09
H -0.2166 -1.5959 -3.0200 -0.08
H -1.1253 0.5830 0.5362 0.15
H 1.0925 -0.7272 1.9290 0.14
H 0.3984 0.8971 1.9711 0.14
H -0.4459 -0.8820 3.5878 0.12
```

---

Entry 3:
Density functional theory data (ωB97M-V/def2-TZVPD) for 6 unconnected molecules or ions with the total composition C27H71N7O9 in a non-equilibrium geometry.

Output
Calculated total energy (eV): -58002.691
HOMO level (eV): -8.4
SMILES: COC[C@H](C)N.COC[C@H](C)N.COCCNCCOC.COCCNCCOC.COCCNCCOC.NC(N)=O
Maximum force (Eh/bohr): 0.0591

```
114
Properties=species:S:1:pos:R:3:lowdin_charge:R:1
C 3.5829 -1.9088 -2.4757 -0.13
O 2.4642 -2.4021 -3.1070 -0.23
C 2.7037 -3.4386 -4.0511 -0.20
C 1.4306 -3.9072 -4.7238 -0.41
C 0.5063 -4.6676 -3.7915 -0.05
N 1.7297 -4.8210 -5.8679 0.03
H 4.1427 -2.6249 -1.8614 0.09
H 3.1676 -1.1184 -1.8191 0.08
H 4.2966 -1.4762 -3.1927 0.09
H 3.3733 -3.0416 -4.8004 0.12
H 3.2028 -4.2776 -3.5295 0.14
H 1.0284 -2.9792 -5.1575 0.14
H -0.2781 -5.2133 -4.4078 0.10
H -0.0009 -4.1014 -3.0400 0.03
H 1.1198 -5.4047 -3.3083 0.07
H 1.9294 -5.8112 -5.7047 0.08
H 2.3868 -4.4792 -6.5347 0.05
C 2.0230 4.4388 0.5508 -0.09
O 1.0809 5.4261 0.3031 -0.18
C -0.1104 4.9547 -0.2464 -0.24
C -1.1280 6.0720 -0.0593 -0.41
C -1.6384 6.1451 1.3828 -0.07
N -2.3579 5.8482 -0.8698 0.02
H 2.1627 3.9192 -0.4002 0.10
H 1.6344 3.7926 1.3545 0.10
H 2.9033 4.9535 0.8070 0.08
H -0.0718 4.7805 -1.3133 0.12
H -0.5770 4.0799 0.1669 0.10
H -0.5980 7.0089 -0.3635 0.14
H -2.5119 5.4585 1.5685 0.07
H -2.0720 7.1436 1.5735 0.08
H -0.8456 5.8693 2.0695 0.07
H -3.1763 6.4571 -0.7008 0.08
H -2.2555 5.7545 -1.8798 0.07
C -2.4292 -2.7840 -2.2428 -0.10
O -2.6171 -1.3703 -2.1452 -0.27
C -3.9602 -1.0041 -2.4331 -0.20
C -4.1925 0.5358 -2.2244 -0.21
N -3.8307 0.9959 -0.9079 -0.07
C -3.4635 2.4429 -0.8296 -0.21
C -4.5160 3.1766 -0.0555 -0.23
O -5.7428 3.1327 -0.8399 -0.20
C -6.5562 4.2060 -0.5242 -0.15
H -2.3703 -3.1408 -3.2469 0.09
H -3.0929 -3.3063 -1.5374 0.09
H -1.4316 -2.9749 -1.7866 0.06
H -4.6011 -1.6399 -1.7400 0.13
H -4.2027 -1.3830 -3.4609 0.13
H -5.2496 0.8739 -2.5014 0.14
H -3.4545 1.0376 -2.8840 0.12
H -4.6218 0.7710 -0.2356 0.14
H -3.3541 2.8813 -1.8547 0.13
H -2.4304 2.6693 -0.4218 0.10
H -4.2130 4.1912 0.2627 0.09
H -4.7430 2.6687 0.9563 0.14
H -7.5559 3.8349 -0.8004 0.10
H -6.1848 5.1096 -0.9936 0.08
H -6.6442 4.3884 0.5809 0.10
C -1.6506 2.4713 2.8557 -0.04
O -0.7073 1.4789 2.3783 -0.22
C -0.2496 0.7788 3.4533 -0.29
C 1.0252 0.0049 3.2174 -0.18
N 2.0331 0.8764 2.6089 -0.05
C 3.3457 0.3875 2.4814 -0.26
C 4.3921 1.4033 1.9265 -0.16
O 4.3423 2.8047 2.4230 -0.17
C 4.5977 2.7063 3.7988 -0.16
H -1.0933 3.0768 3.5641 0.10
H -2.5479 2.0328 3.2335 0.08
H -1.9984 2.9755 1.9410 0.07
H -0.9633 -0.0351 3.6894 0.12
H -0.2025 1.4301 4.3152 0.11
H 0.7534 -0.8965 2.6285 0.12
H 1.3620 -0.3663 4.2149 0.14
H 1.6678 1.1430 1.6415 0.12
H 3.5588 -0.5248 1.8266 0.11
H 3.6224 0.0425 3.4799 0.11
H 4.2569 1.6025 0.8615 0.12
H 5.3589 0.9211 2.0623 0.11
H 3.9506 2.0151 4.3532 0.08
H 4.4285 3.6689 4.2572 0.08
H 5.5590 2.3841 4.1413 0.07
C -2.0605 -1.9036 1.3341 -0.09
O -1.8562 -3.1515 1.9779 -0.16
C -1.5006 -4.1782 1.1029 -0.22
C -0.1242 -4.0605 0.4172 -0.23
N 1.0025 -4.0265 1.3072 -0.04
C 2.1452 -3.5247 0.6180 -0.22
C 3.3920 -3.2872 1.4744 -0.17
O 3.9888 -4.6091 1.8123 -0.18
C 4.7747 -4.4879 3.0005 -0.12
H -2.7392 -1.9753 0.5054 0.07
H -1.1020 -1.5786 0.9751 0.05
H -2.4562 -1.1029 2.0479 0.11
H -2.2313 -4.3214 0.3551 0.09
H -1.4932 -5.0566 1.7125 0.12
H -0.1271 -3.1665 -0.1847 0.07
H -0.0990 -4.9048 -0.3156 0.13
H 1.1525 -4.9484 1.7469 0.14
H 1.7669 -2.6274 0.1546 0.10
H 2.3988 -4.0869 -0.2715 0.11
H 3.2739 -2.7108 2.3754 0.09
H 4.0607 -2.6303 0.9205 0.10
H 5.5212 -5.2332 3.0289 0.06
H 4.1943 -4.6326 3.9167 0.09
H 5.3481 -3.5426 3.0385 0.09
N -0.5352 0.3575 -0.3035 0.17
C 0.5097 -0.1811 -0.9915 -0.61
N 0.2075 -0.9782 -2.0978 0.18
O 1.6995 0.0105 -0.6425 -0.04
H -1.4496 0.0266 -0.6421 0.07
H -0.4706 0.6046 0.6943 0.07
H -0.7677 -0.9363 -2.3951 0.07
H 0.9454 -1.2798 -2.7299 0.08
```

---

The records above give, respectively, ΔE to the lowest compared entry with this formula, charge and spin values of 40.4; 31.7; 14.9 kcal per mole.